Entry 1:
85
Properties=species:S:1:pos:R:3:forces:R:3:lowdin_charge:R:1 method="wB97M-V/def2-TZVPD" max_force_ev_per_a=2.45 total_charge=-1 energy_ha=-5112.22256 e_homo_ev=-4.80 molar_mass_g_mol=773.70
K 0.21439 -0.15314 0.65028 -1.3 1.9 0.8 0.659
N -3.38242 2.03572 -1.85110 -0.1 0.0 0.0 0.117
C -2.34063 1.64567 -1.07499 0.1 -0.1 0.1 -0.219
N -2.43132 0.87651 -0.05193 -0.2 -0.2 0.2 0.116
C -3.68873 0.36722 0.31907 0.2 0.2 -0.3 -0.288
N -3.84855 -0.42603 1.30495 -0.1 0.1 0.5 0.079
N -2.75265 -0.94866 1.91916 0.3 -0.3 -0.5 0.049
C -2.35341 -0.58877 3.05849 0.0 0.1 0.1 -0.097
C -1.17663 -1.31917 3.65061 0.1 0.2 -0.2 -0.272
C -1.34372 -2.38962 4.51349 -0.1 -0.1 0.1 -0.026
C -0.21398 -3.05853 4.96359 0.0 0.0 0.0 -0.066
C 1.03611 -2.63424 4.54490 -0.1 0.0 0.0 -0.049
C 1.11427 -1.54233 3.69274 -0.3 0.1 0.0 -0.108
N 0.02683 -0.89385 3.25617 0.0 -0.1 0.4 0.066
C -4.87088 0.75591 -0.48786 0.1 0.0 0.1 -0.085
C -6.15990 0.30944 -0.20880 -0.1 0.0 0.0 -0.020
C -7.22993 0.69810 -0.99443 0.0 0.0 0.0 -0.086
C -7.02008 1.54531 -2.08154 0.0 0.0 0.0 -0.091
C -5.74900 1.99586 -2.37654 0.0 0.0 -0.1 -0.029
C -4.67785 1.59881 -1.58048 0.1 0.1 0.0 -0.188
H -3.20613 2.60494 -2.65910 0.0 0.0 0.0 0.144
H -1.35687 2.03543 -1.34451 -0.1 0.0 0.1 0.097
H -2.80618 0.24219 3.60832 0.0 0.0 0.0 0.122
H -2.33909 -2.70860 4.79856 0.0 0.0 0.0 0.109
H -0.31400 -3.91382 5.62060 0.0 0.0 0.0 0.103
H 1.93849 -3.14699 4.85127 0.0 0.0 0.0 0.105
H 2.06516 -1.17748 3.31376 0.0 0.0 0.0 0.097
H -6.29321 -0.35507 0.63593 0.0 0.0 0.0 0.111
H -8.22693 0.34098 -0.76710 0.0 0.0 0.0 0.099
H -7.85314 1.85234 -2.70206 0.0 0.0 0.0 0.100
H -5.57656 2.65154 -3.22429 0.0 0.0 0.0 0.110
O 3.10908 -0.38134 1.54355 -0.1 -0.1 -0.2 -0.021
C 2.72490 -1.00896 0.53464 0.5 0.1 -0.1 -0.690
O 2.27754 -0.49706 -0.53255 1.0 -0.3 -0.2 -0.218
C 2.69047 -2.52647 0.59539 -0.2 0.0 0.0 -0.058
C 3.82971 -3.25715 0.69480 0.2 0.0 0.1 0.052
C 3.77052 -4.66415 0.75218 0.2 -0.1 0.2 -0.165
C 2.55989 -5.31803 0.71696 0.0 -0.1 0.0 0.054
C 1.39157 -4.59237 0.59753 0.0 -0.1 -0.3 -0.062
C 1.36973 -3.14747 0.54078 -0.1 -0.1 -0.1 -0.327
O 0.33292 -2.44777 0.48867 0.3 -1.4 -0.1 -0.168
N 0.15340 -5.36765 0.53319 -0.1 0.6 1.0 -0.355
O -0.82857 -4.85754 0.03438 0.0 -0.1 -0.4 0.073
O 0.12972 -6.45901 1.09778 0.2 -0.2 -0.3 0.023
N 4.99112 -5.43458 0.83052 -0.1 0.1 -0.7 -0.375
O 6.05725 -4.83572 0.76306 0.0 0.1 0.3 0.030
O 4.92040 -6.65613 0.86813 -0.1 0.0 0.3 0.028
H 4.79552 -2.77079 0.74541 0.0 0.0 0.0 0.128
H 2.51972 -6.39489 0.76749 0.0 0.0 0.0 0.123
C -0.48435 0.21817 -4.15653 0.0 0.0 0.0 -0.333
As -0.06172 -0.54733 -2.38441 -0.2 -0.2 -0.7 1.078
C 1.24710 -1.83888 -3.04118 0.1 0.0 0.1 -0.297
C -1.57970 -1.79562 -2.30374 0.0 -0.1 0.1 -0.294
H -0.72453 -0.57461 -4.86753 0.0 0.0 0.0 0.013
H 0.38225 0.77304 -4.51680 0.0 0.0 0.0 0.011
H -1.33036 0.90631 -4.09687 0.0 0.0 0.0 -0.009
H 0.89918 -2.31176 -3.96011 0.0 0.0 0.0 0.021
H 1.40077 -2.59189 -2.26845 0.0 0.0 0.0 0.020
H 2.19895 -1.33707 -3.20691 0.0 0.0 0.0 0.022
H -1.66105 -2.37046 -3.22772 0.0 0.0 0.0 0.022
H -2.51414 -1.25660 -2.13260 0.0 0.0 0.0 0.005
H -1.41257 -2.47616 -1.46360 0.0 0.1 -0.1 0.014
C 4.18423 3.80378 -1.39014 0.0 0.0 -0.1 -0.174
C 3.76775 2.35403 -1.28274 -0.1 0.0 0.1 -0.191
N 2.31625 2.27114 -1.19018 -0.1 0.1 0.1 0.075
C 1.59647 3.12439 -0.38408 0.0 -0.1 -0.1 -0.366
N 0.42711 2.74685 0.01983 0.1 0.1 0.1 0.041
C -0.32811 3.63519 0.89002 0.1 -0.1 -0.1 -0.243
C -0.02009 5.09908 0.63833 0.0 0.0 0.0 -0.176
C 1.47772 5.27990 0.75726 0.0 0.0 0.0 -0.182
N 2.16110 4.37319 -0.14574 0.0 0.0 0.0 -0.053
C 3.60512 4.54876 -0.20821 -0.1 0.0 0.0 -0.176
H 3.79454 4.23430 -2.31672 0.0 0.0 0.0 0.116
H 5.27166 3.89589 -1.39350 0.0 0.0 0.0 0.112
H 4.24005 1.88674 -0.41024 0.0 0.0 0.0 0.123
H 4.08005 1.78837 -2.15950 0.0 0.0 0.0 0.118
H 2.01770 1.30135 -1.06737 0.0 0.0 0.0 0.057
H -0.11152 3.40470 1.94126 0.0 -0.1 0.0 0.116
H -1.39411 3.43559 0.75490 0.0 0.0 0.0 0.088
H -0.53819 5.74374 1.35103 0.0 0.0 0.0 0.109
H -0.33629 5.37545 -0.37194 0.0 0.0 0.0 0.115
H 1.78862 5.10887 1.79727 0.0 0.0 0.0 0.127
H 1.77739 6.29615 0.49415 0.0 0.1 0.0 0.114
H 4.08014 4.19314 0.71672 0.0 0.0 0.1 0.129
H 3.80426 5.61965 -0.28303 0.0 0.0 0.0 0.114

Entry 2:
70
Properties=species:S:1:pos:R:3:forces:R:3:nbo_charge:R:1 method="wB97M-V/def2-TZVPD" max_force_ev_per_a=5.35 total_charge=+1 energy_ha=-2470.34694 e_homo_ev=-11.32 molar_mass_g_mol=611.28
C -2.57764 4.55468 3.24659 1.1 -4.3 0.0 -0.389
C -2.05783 3.13764 3.15588 -1.6 3.8 -0.2 -0.248
C -0.78791 2.69477 2.17552 0.8 2.3 1.6 -0.074
N 0.08630 1.77523 2.95930 0.2 -1.2 -0.4 -0.706
C 0.39225 0.46627 2.28236 -2.2 1.0 -1.0 -0.184
I 1.74724 -0.86605 3.39971 -0.8 1.1 -0.4 0.189
C 0.91353 0.83775 0.75004 4.2 -2.3 2.4 0.131
C 1.74704 -0.46561 0.15913 -0.4 -0.8 -0.7 -0.690
C 2.15239 1.94013 0.95489 0.3 -0.2 1.0 -0.722
N -0.25814 1.30595 -0.07132 -0.1 1.6 -0.9 -0.584
C -0.85823 0.30661 -1.02881 -1.2 -3.0 -2.8 -0.320
C -1.40073 -1.12646 -0.49076 -1.6 -1.2 -0.2 -0.447
C -0.84548 -2.44529 -1.34248 0.4 -0.3 1.0 -0.650
P 0.40091 2.54374 -1.25720 0.5 1.9 -2.2 0.927
S 1.75384 1.99308 -2.47337 0.2 -0.2 0.0 -0.426
C -1.25572 2.18959 0.68231 -1.8 1.5 1.8 -0.489
B -2.76830 1.62771 0.93907 -4.0 -1.6 0.7 1.291
O -3.96691 2.34390 0.37205 4.5 -0.9 -0.3 -0.908
O -3.13191 0.41730 1.75231 -0.1 2.5 -3.3 -0.780
C -4.39956 -0.17725 1.23039 -1.3 -0.9 -0.7 -0.280
H -3.67850 4.65002 3.69198 2.9 0.1 -0.7 0.241
H -1.94579 5.50758 2.94772 -1.6 -2.3 0.2 0.227
H -2.57579 2.32581 3.86067 1.1 1.7 -2.2 0.259
H -0.17519 3.70509 2.00392 -1.4 -2.0 0.3 0.216
H 0.90230 2.22107 3.42160 -0.9 -0.4 -0.8 0.402
H -0.64604 -0.12299 2.28352 2.4 1.1 -0.3 0.253
H 1.85236 -0.48389 -1.00519 -0.2 0.2 2.2 0.271
H 1.19990 -1.48671 0.44760 1.4 2.3 -0.5 0.244
H 2.86565 -0.44684 0.57806 -2.8 0.0 -0.8 0.267
H 2.97077 1.87178 0.10932 -2.1 0.5 1.6 0.291
H 1.78377 3.02469 1.18956 0.9 -2.0 -0.7 0.230
H 2.73775 1.60868 1.94428 -1.5 0.5 -2.2 0.261
H -0.08645 -0.03398 -1.88035 -1.2 1.4 2.3 0.302
H -1.73827 0.77440 -1.69217 1.9 -0.4 1.9 0.253
H -1.22795 -1.37890 0.62970 -0.3 0.9 -2.0 0.243
H -2.58289 -1.13864 -0.65775 2.6 0.2 0.6 0.229
H -0.25228 -2.16394 -2.30977 -1.1 -0.5 1.8 0.210
H -0.11499 -3.02322 -0.59528 -1.4 1.2 -1.9 0.224
H -1.72222 -3.19626 -1.56440 1.8 1.7 0.4 0.282
H 0.74542 3.79498 -0.56677 -0.7 -1.4 0.0 0.058
H -0.78733 2.90078 -2.04851 0.6 -0.4 1.3 0.016
H -1.45520 3.22538 0.11114 0.7 -2.3 1.0 0.261
H -3.59234 2.91193 -0.36396 -1.0 -0.6 1.3 0.483
H -4.47599 -1.31772 1.56902 0.3 2.7 -0.4 0.217
H -4.42823 -0.20724 0.04439 0.2 0.2 2.5 0.182
H -5.35187 0.44589 1.55154 2.1 -1.4 -0.4 0.215
C -3.54314 -5.76643 -0.82908 0.1 0.1 0.1 0.775
O -2.68468 -4.89960 -0.79095 0.2 0.2 0.0 -0.697
N -3.74968 -6.63556 0.17747 0.2 -0.5 1.1 -0.836
N -4.36507 -5.93560 -1.88137 -0.5 0.2 -1.2 -0.838
H -4.45503 -7.35256 0.15369 0.2 0.1 0.0 0.393
H -3.15745 -6.55014 0.99202 -0.2 -0.1 -0.3 0.412
H -4.25025 -5.30714 -2.66446 -0.1 -0.3 0.2 0.408
H -5.07488 -6.64745 -1.92036 0.1 0.1 0.0 0.393
C 5.50793 3.59265 0.66449 -0.2 0.1 -0.1 0.770
O 4.34506 3.93141 0.51357 -0.4 0.1 0.0 -0.693
N 6.06188 3.39977 1.87575 0.1 -0.1 1.3 -0.839
N 6.34700 3.37963 -0.36608 0.4 -0.1 -1.2 -0.838
H 7.01928 3.12054 2.00842 -0.2 0.1 0.0 0.394
H 5.47237 3.54702 2.68341 0.3 0.0 -0.3 0.409
H 5.97878 3.51141 -1.29797 0.2 0.0 0.3 0.412
H 7.30647 3.10033 -0.24994 -0.2 0.1 -0.1 0.393
C 2.57484 -3.00419 -3.28610 0.1 0.1 0.3 0.768
O 2.71023 -2.57229 -2.15255 0.0 0.2 0.3 -0.688
N 1.85532 -4.10616 -3.56748 -0.8 -1.0 0.2 -0.841
N 3.13215 -2.41949 -4.36268 0.7 0.9 -0.8 -0.840
H 1.73894 -4.46833 -4.49886 0.0 0.0 0.2 0.392
H 1.41562 -4.58267 -2.79217 0.1 0.1 -0.3 0.414
H 3.68335 -1.58732 -4.20438 -0.2 -0.3 -0.1 0.410
H 3.02524 -2.76924 -5.29986 0.1 0.1 0.2 0.392

Entry 3:
11
Properties=species:S:1:pos:R:3:forces:R:3:nbo_charge:R:1 method="wB97M-V/def2-TZVPD" max_force_ev_per_a=0.52 energy_ha=-339.45435 e_homo_ev=-9.64 molar_mass_g_mol=96.09
O 2.29380 -1.42092 0.00863 -0.3 0.3 0.0 -0.531
C 1.30428 -0.74432 0.00384 0.5 0.0 0.0 0.626
C 1.21874 0.72819 -0.04027 0.0 0.1 0.0 -0.398
C 0.03679 1.38940 -0.04728 0.4 0.1 0.0 0.049
N -1.21078 0.73760 -0.01008 0.1 -0.3 0.0 -0.548
C -0.84977 -0.45936 0.02527 0.4 0.1 0.0 0.711
N -0.02890 -1.36388 0.04463 -0.3 0.3 0.0 -0.528
H 2.15643 1.26270 -0.06800 0.0 0.0 0.0 0.249
H -0.03862 2.46978 -0.08248 0.1 -0.1 0.0 0.227
H -2.43391 -1.28788 0.45734 -0.4 -0.2 0.0 0.072
H -2.44806 -1.31129 -0.29161 -0.4 -0.2 0.0 0.072